(1)
Here is C3H4KO3 as an isolated structure from the OMol25 dataset. Energies are from ωB97M-V/def2-TZVPD.

Geometry (Å):
C 0.13 -0.65 1.53
C 1.45 -0.73 1.83
O -0.62 0.50 1.57
H -0.53 -1.53 1.51
H 1.79 -0.24 2.74
H 2.36 -1.11 1.39
H -0.29 1.15 2.19
O 1.71 -1.77 -0.98
C 0.73 -1.16 -1.22
O -0.10 -0.42 -1.59
K -2.03 1.07 -0.51

Summary:
net charge	+1
LUMO	-3.81	eV
orbital gap	8.64	eV
E_HOMO	-12.4	eV

***

(2)
Here is C3H4LiMgO3 as an isolated structure from the OMol25 dataset. Energies are from ωB97M-V/def2-TZVPD.

Geometry (Å):
O -0.66 -1.35 0.55
C -0.83 -0.20 1.07
C 1.51 -1.05 -0.03
O -1.55 0.84 1.10
O 0.35 0.37 1.13
C 1.25 0.34 -0.01
H 2.43 -1.31 0.50
H 1.52 -1.59 -0.98
H 1.79 0.77 -0.86
H -3.94 0.43 -1.50
Li 0.66 2.60 -0.37
Mg -2.52 0.16 -0.60

Summary:
net charge	+1
LUMO (spin up / spin down)	-5.18 / -5.22	eV
orbital gap (spin up / spin down)	7.42 / 7.19	eV
E_HOMO (spin up / spin down)	-12.6 / -12.4	eV

***

Number 1: calculated total energy -942.119950 hartree. Number 2: calculated total energy -549.572639 hartree.